Record 1
Entry from OMol25: C2NRuS6SbSe as an isolated structure (wB97M-V/def2-TZVPD).

Output
Charge   -2
LUMO   3.3 eV
Spin multiplicity   1
Relative energy (zero: lowest compared OMol25 entry of this formula, charge and spin)   9.5 kcal/mol

```
12
C2NRuS6SbSe, DFT wB97M-V/def2-TZVPD
Ru -1.6221 -0.1700 0.0925
S -2.2984 4.2199 -0.3899
C -2.0046 2.6307 -0.2129
S -0.7796 1.6592 -0.9642
S -2.9272 1.5169 0.8154
S -3.2303 -3.6500 2.0149
Sb -1.5115 -3.2246 0.6181
S -2.1987 -1.7347 -1.3029
S -0.1544 -1.1988 1.2861
Se 5.2547 -0.0985 -0.1972
C 7.0701 -0.1988 -0.3201
N 8.2294 -0.2627 -0.3987
```


Record 2
Entry from OMol25: one molecule with the formula C2O2S at a distorted geometry (wB97M-V/def2-TZVPD).

Output
LUMO   -1.0 eV
Spin multiplicity   1
Relative energy (zero: lowest compared OMol25 entry of this formula, charge and spin)   68.6 kcal/mol

```
5
C2O2S, DFT wB97M-V/def2-TZVPD
C -0.5814 0.6987 -0.0473
C 0.3255 -0.5422 0.1456
O -0.5539 -1.2594 0.3512
O -1.0505 1.6602 -0.3981
S 1.8602 -0.5572 -0.0514
```


Record 3
Entry from OMol25: one molecule with the formula C2O2S at a distorted geometry (wB97M-V/def2-TZVPD).

Output
LUMO   -0.9 eV
SMILES   O=c1oc1=S
Spin multiplicity   1
Relative energy (zero: lowest compared OMol25 entry of this formula, charge and spin)   58.2 kcal/mol

```
5
C2O2S, DFT wB97M-V/def2-TZVPD
C 0.3792 -0.1432 -0.7510
C -0.2124 0.0076 0.6560
O 1.0883 -0.6139 -1.5501
O -0.5923 0.7537 -0.5206
S -0.6628 -0.0041 2.1657
```